# C6H6BrNO3S

One molecule with the formula C6H6BrNO3S at a distorted geometry (wB97M-V/def2-TZVPD, OMol25).

Atoms and positions in Å:
1 C -0.308 0.051 0.689
2 S -1.612 -0.937 0.026
3 H 0.635 0.846 -2.295
4 O -0.902 -0.750 2.799
5 O -0.915 -2.501 -2.799
6 C 0.298 0.904 -0.144
7 C -1.180 -0.534 -1.682
8 H 2.051 -0.131 2.111
9 H 1.060 1.597 0.172
10 H 1.306 1.400 2.577
11 O 0.840 -1.583 -1.953
12 Br -1.216 2.512 -1.980
13 C -0.145 0.941 -1.544
14 H 1.321 0.041 3.723
15 N -0.344 -1.627 -2.199
16 H -2.049 -0.375 -2.314
17 C -0.077 -0.173 2.138
18 C 1.237 0.318 2.675

Calculated values
F_max: 0.074 Eh/bohr
E_HOMO: -0.344 hartree
net charge: 0
SMILES: CC(=O)C1=C[C@H](Br)[C@@H]([N+](=O)[O-])S1
E_LUMO: -0.5825 eV
orbital gap: 0.3226 Ha
energy relative to the best compared isomer or geometry (same formula, charge and spin): 0.00 kcal per mole